[1]
Density functional theory data (ωB97M-V/def2-TZVPD) for a structure of composition C5H12BO8V.

Output
LUMO energy (alpha / beta) ... 0.2585 / 0.2584 Ha
E_tot ... -1768.07488 hartree
HOMO level (alpha / beta) ... 3.744 / 3.717 eV
Orbital gap (alpha / beta) ... 0.1209 / 0.1218 Eh
Energy relative to the best compared isomer or geometry (same formula, charge and spin) ... 504.08 kJ/mol

The geometry in ORCA input format:
```
! RIJCOSX wB97M-V def2-TZVPD def2/J DEFGRID3
* xyz -3 2
H -0.4324 -3.5036 -1.1784
H 1.1281 2.9514 3.8695
H 0.6450 -2.2889 -0.4473
H -0.5256 2.4280 4.2334
C 0.4014 2.1507 3.7316
O -0.5888 -0.7776 -4.8825
O 0.8327 0.3900 -0.8931
C -1.1067 0.9634 2.1521
C 0.1047 1.9567 2.2509
H -0.9621 0.0168 2.6728
H 1.2121 -3.9474 -0.6670
H 0.7262 1.2634 4.2750
O -1.4648 -1.8546 -3.4570
C -1.4896 -0.8156 -4.0919
H 1.0163 0.8605 0.8699
O 1.4977 -0.2127 -2.5903
O -1.5359 -1.1703 -0.6889
H -1.9758 1.5038 2.5272
O 1.1462 1.2145 1.7527
H -1.3090 0.6236 1.1363
H -0.0873 2.9093 1.7572
B 0.5871 -3.1667 -1.0722
V -0.2953 -1.2037 -1.7201
O -1.3231 0.0526 -3.2243
H 0.9730 -2.8853 -2.0397
O 1.2826 1.7772 -2.4808
C 1.5434 0.7643 -1.7949
*
```



[2]
Density functional theory data (ωB97M-V/def2-TZVPD) for a cluster of 5 separate species, C23H48NO7P in total.

Output
LUMO energy ... 0.0213 Ha
E_tot ... -1827.92931 hartree
HOMO level ... -8.294 eV
Orbital gap ... 0.3261 Eh

The geometry in ORCA input format:
```
! RIJCOSX wB97M-V def2-TZVPD def2/J DEFGRID3
* xyz 0 1
C -4.8265 3.6977 -3.7450
H -2.1845 0.6081 -7.4892
H 5.1794 -2.7307 3.9379
H 3.1203 0.8060 5.8149
C -3.0758 1.4268 1.4374
H 3.4575 1.5170 1.0756
C -3.0104 3.4649 -9.2607
H -4.4368 0.4767 0.2692
H 6.4160 -1.4615 3.8901
H 2.5803 0.5693 2.2353
C 5.2235 -1.6174 2.0833
H 7.2119 -2.3208 1.5766
H 5.9763 -3.5914 1.6230
H 1.6365 -0.0536 6.2645
H -2.5922 2.2915 -2.8848
H -3.2857 1.3558 -0.5559
H -3.0544 0.7006 -9.0140
O 0.2515 2.7528 0.4549
C -2.1799 0.2249 1.6185
C 3.4707 -1.0722 6.8236
C -0.9021 -4.4333 1.9436
O -4.0305 2.5145 -7.2895
H 2.5974 0.7902 7.4931
H 3.5525 -1.6360 5.8946
H -3.7482 1.4657 2.2882
C 0.8872 -1.3031 0.9767
H -2.0829 3.5710 -9.8252
H -2.5770 1.1039 -4.1823
H 1.6377 -1.3984 1.7503
C -1.4935 -4.8300 0.7825
H -1.7751 -4.3687 -1.2558
H 4.7074 -1.0453 4.0971
H -2.0801 -5.7337 0.7194
H 5.4003 -0.5898 1.7619
C 2.5295 1.4805 1.6389
C 0.0264 -2.5250 0.8822
C 6.1708 -2.5514 1.3467
H 0.2830 -3.0240 2.9392
C -2.3197 1.2127 -8.3867
C 0.1102 0.0052 1.1864
H 0.0887 0.2321 2.2565
H -2.3271 2.8185 -4.5582
H -4.3288 4.4405 -4.3707
H 0.5715 3.2973 -0.2684
H 4.7485 -0.2182 8.0243
H -5.9047 3.8007 -3.8718
H 2.4579 2.3642 2.2718
C -0.5721 -2.9244 -0.2741
H 2.7926 -1.4122 8.8491
O -5.0735 1.3406 -3.2861
O -1.2124 -0.0054 0.6658
C 2.6523 0.1876 6.5825
H 3.6950 -2.8333 2.0117
H -3.3655 4.4581 -8.9836
C 5.3996 -1.7173 3.5895
H -2.0854 3.0848 -7.3590
O -2.3363 -0.5438 2.5499
H -4.6849 2.0937 -7.8572
H -3.7663 3.0223 -9.9152
P 1.1488 1.3550 0.4073
H -1.0107 -5.0416 2.8318
H 6.0255 -2.4716 0.2688
H -2.5346 2.3723 1.4233
H -1.3721 1.2534 -8.9259
C -2.8802 2.1205 -3.9272
H -4.6023 3.9176 -2.6966
H 1.8314 -2.2524 7.6184
O 4.8003 -0.7187 7.2036
C 2.8414 -1.9475 7.8968
H 3.4429 -2.8421 8.0607
C -2.8079 2.6062 -8.0217
H -4.6514 2.0720 -5.1322
O 3.8712 -1.9265 1.7367
C -4.3813 2.2885 -4.1037
H -4.8427 1.5207 -2.3685
H -0.4257 -2.3315 -1.1684
C -0.1585 -3.2990 1.9903
N -3.9244 1.3494 0.2326
H 1.4274 -1.2047 0.0287
C -1.3170 -4.0551 -0.3280
*
```



[3]
Density functional theory data (ωB97M-V/def2-TZVPD) for a structure of composition C16H17BF4NO11P2RhTe.

Output
LUMO energy (alpha / beta) ... 0.1363 / 0.1117 Ha
E_tot ... -2988.43109 hartree
HOMO level (alpha / beta) ... -3.212 / -3.613 eV
Orbital gap (alpha / beta) ... 0.2543 / 0.2445 Eh
Energy relative to the best compared isomer or geometry (same formula, charge and spin) ... 8.21 kJ/mol

The geometry in ORCA input format:
```
! RIJCOSX wB97M-V def2-TZVPD def2/J DEFGRID3
* xyz -2 5
O -6.1570 -2.7035 -3.6287
H 1.1423 5.6724 -1.5708
C -2.2365 -1.7275 -0.7450
H 1.0730 2.3159 3.2149
O 2.7364 -2.2951 0.4818
Te 1.8168 0.6942 -0.2427
H -0.1793 -2.7946 -3.3547
C -2.6839 -2.5895 -3.0043
Rh 0.5511 -1.8824 0.5023
O -1.4842 -1.3147 0.1812
H 2.3948 -0.0154 3.2304
N -4.9587 -2.8411 -3.8434
H 0.3565 7.4314 -0.2035
C -1.7716 -2.2196 -2.0179
C -0.3743 -2.3371 -2.3698
H -0.6443 2.3251 2.8207
C 1.1593 2.6829 0.0343
F 0.6290 -6.1746 1.0420
C 0.2899 4.4366 1.4406
O 3.5331 -0.2569 1.8340
H 1.8146 4.0772 -3.0360
C 1.0004 4.9526 -0.7700
H -0.1295 4.7463 2.3939
H -2.3257 -2.9532 -3.9590
F -1.4659 -5.9468 0.1162
P 3.4856 -1.7554 1.6722
C 1.9020 3.2425 -2.3392
O 1.8424 -0.3393 3.9753
C 0.4830 5.3811 0.4452
H -5.6004 -2.0133 -1.3900
H -0.9197 6.9513 0.9178
P 1.5288 -1.8982 3.7430
O -4.5099 -3.1520 -4.9379
C 0.1390 6.8287 0.6789
O 0.5911 -1.9658 -1.7101
B -0.1067 -5.6131 0.0091
H 0.4196 1.1055 2.1275
C -4.5311 -2.0516 -1.5413
H 0.7098 7.2383 1.5152
F 0.3857 -6.0256 -1.2422
O 0.4972 -2.0573 2.6423
F -0.0007 -4.1750 0.0606
C 1.3419 3.6231 -0.9932
C -4.0346 -2.4928 -2.7869
O 4.9701 -2.3695 1.5828
H -4.0197 -1.3707 0.4114
H 1.3821 2.3828 -2.7632
C 0.6098 3.0926 1.2608
C -3.6671 -1.6961 -0.5578
O 1.3458 -2.5817 5.0292
H 5.3999 -2.3034 2.4418
H 2.9538 2.9587 -2.2607
O 2.9636 -2.3797 3.0519
C 0.3524 2.1531 2.4109
*
```



[4]
Density functional theory data (ωB97M-V/def2-TZVPD) for a cluster of 2 separate species, C2Cl4OS in total.

Output
LUMO energy (alpha / beta) ... -0.0990 / -0.0990 Ha
E_tot ... -2390.14966 hartree
HOMO level (alpha / beta) ... -10.646 / -10.646 eV
Orbital gap (alpha / beta) ... 0.2923 / 0.2922 Eh
Energy relative to the best compared isomer or geometry (same formula, charge and spin) ... 574.91 kJ/mol

The geometry in ORCA input format:
```
! RIJCOSX wB97M-V def2-TZVPD def2/J DEFGRID3
* xyz 0 1
O 1.4117 2.0075 1.3969
Cl 0.5130 -0.8421 1.7452
C -0.6963 0.2502 -0.4914
S 1.0916 0.6020 -0.7745
C 0.3016 -0.7808 0.0801
Cl -1.5734 -0.2422 -1.8696
Cl 0.5037 -2.2782 -0.6864
Cl -1.5519 1.2837 0.5996
*
```



[5]
Density functional theory data (ωB97M-V/def2-TZVPD) for the ion C7H11N2 with charge +1.

Output
LUMO energy (alpha / beta) ... -0.1410 / -0.2619 Ha
E_tot ... -382.25860 hartree
HOMO level (alpha / beta) ... -8.656 / -12.456 eV
Orbital gap (alpha / beta) ... 0.1772 / 0.1959 Eh
Energy relative to the best compared isomer or geometry (same formula, charge and spin) ... 515.03 kJ/mol

The geometry in ORCA input format:
```
! RIJCOSX wB97M-V def2-TZVPD def2/J DEFGRID3
* xyz 1 3
H -1.9407 2.4212 0.5095
H -1.9812 -2.7234 -0.2729
N 1.4740 -1.7787 0.4838
H 0.8257 -2.4108 1.0445
C -1.7260 -0.8603 -0.2163
H 1.9896 -2.2784 -0.2306
H 2.3807 0.0967 -1.3500
H -3.1053 0.6350 -0.1522
C -2.0870 0.4491 -0.0722
H 0.2410 2.8404 -0.0581
C 0.9356 0.6786 0.1511
C 0.5752 -0.7641 -0.2799
C 1.3133 0.1909 -1.1698
H 0.1965 2.2380 1.4598
C -0.0109 1.8450 0.4379
N -2.3719 -1.8461 -0.2402
H 1.7834 0.6903 0.8022
H 0.8435 0.3207 -2.1820
C -1.4378 1.5579 0.2320
H 2.1024 -1.3019 1.1034
*
```